(1)
165
Properties=species:S:1:pos:R:3:forces:R:3:mulliken_charge:R:1 method="wB97M-V/def2-TZVPD" orbital_gap_ev=7.72 max_force_ev_per_a=2.43 relative_energy_ev=0.000 e_lumo_ev=-0.26
C 1.668 3.781 2.040 0.3 -0.6 0.6 -1.05
O 1.678 2.436 1.545 0.7 0.2 -0.2 0.54
H 1.727 4.489 1.215 -0.4 0.0 0.0 0.16
H 0.773 3.866 2.658 -0.1 0.5 -0.2 0.28
H 2.533 3.971 2.682 0.0 -0.1 0.0 0.44
H 2.370 1.921 2.002 -0.2 0.0 -0.1 0.03
C -0.292 3.591 -1.540 1.1 0.2 1.6 -0.38
O -0.493 3.023 -0.236 -0.5 -0.2 -0.2 -0.50
H 0.238 4.535 -1.366 -0.2 0.2 -0.5 0.35
H 0.409 2.959 -2.090 -0.5 0.0 -0.6 0.10
H -1.268 3.767 -1.975 0.1 -0.2 -0.3 0.16
H 0.355 2.713 0.107 0.0 0.0 0.0 0.01
C -0.076 0.882 3.951 -0.6 0.7 -0.9 -0.49
O -0.518 -0.458 3.993 0.0 -0.4 0.3 -0.61
H 0.955 1.004 3.611 0.1 -0.2 0.2 0.13
H -0.707 1.439 3.239 0.2 0.1 0.1 0.16
H -0.229 1.370 4.915 0.2 -0.4 0.1 0.38
H -0.483 -0.863 3.105 0.2 0.1 0.3 0.23
O 5.525 -2.746 -0.306 -0.2 -0.2 -0.2 -0.64
H 6.209 -3.071 -0.901 0.0 0.1 0.1 0.27
H 4.771 -3.336 -0.447 0.1 0.1 0.0 0.29
O -0.707 -7.434 -0.043 0.1 0.2 0.5 -0.66
H -0.918 -8.360 0.111 0.1 0.0 -0.1 0.30
H -0.731 -7.018 0.848 -0.1 -0.2 -0.5 0.35
O -0.787 -6.161 2.374 -0.1 0.0 0.5 -0.64
H -1.446 -6.498 2.993 0.0 0.0 -0.1 0.27
H -0.577 -5.276 2.698 0.1 0.0 -0.1 0.15
O 0.864 -4.182 4.001 0.3 0.1 0.1 -0.53
H 1.434 -3.430 4.214 -0.3 0.1 0.0 0.23
H 0.892 -4.737 4.790 -0.1 0.0 -0.1 0.22
O 1.658 -5.495 -0.207 -0.3 0.1 0.4 -0.77
H 1.137 -6.303 -0.051 0.0 0.1 -0.3 0.31
H 1.045 -4.765 -0.013 0.0 -0.1 -0.2 0.38
O 3.536 0.607 2.815 -0.1 0.1 -0.1 -0.51
H 3.669 0.475 3.759 0.0 0.0 -0.1 0.25
H 4.038 -0.115 2.396 0.0 0.0 0.3 0.17
O 5.062 -1.767 2.302 0.0 0.1 -0.2 -0.60
H 5.167 -2.619 2.738 0.0 0.0 -0.1 0.29
H 5.185 -1.962 1.353 0.2 -0.1 0.3 0.31
O 3.168 -5.428 2.224 -0.2 0.2 -0.1 -0.69
H 2.660 -4.975 2.906 -0.1 -0.1 -0.1 0.33
H 2.560 -5.468 1.456 0.4 0.0 0.1 0.35
O -4.465 1.341 1.123 -0.2 0.1 0.3 -0.80
H -4.284 1.180 2.068 0.0 0.0 -0.6 0.32
H -3.646 1.100 0.682 0.1 0.0 0.1 0.27
C 2.379 -1.940 0.611 -0.6 0.4 1.2 -0.95
C 0.984 -1.577 0.075 1.2 0.5 -0.7 2.75
C 1.112 -1.854 -1.426 -1.4 -0.5 -1.0 -1.74
C -0.223 -1.813 -2.188 0.4 0.0 0.4 1.55
C -1.229 -2.810 -1.613 1.0 0.5 0.7 -1.96
C -1.359 -2.654 -0.066 -0.5 1.2 -0.6 1.91
N -0.027 -2.486 0.582 -0.7 -1.3 -0.5 0.82
O -0.256 -2.350 2.002 0.7 -0.1 -0.9 0.86
C -2.271 -1.433 0.178 0.2 0.0 0.3 -0.61
C -2.077 -3.889 0.481 1.0 0.1 -0.2 -1.42
C 0.805 -0.073 0.298 0.0 0.0 -0.6 -0.55
H 2.566 -3.011 0.533 0.2 0.0 -0.1 0.05
H 2.468 -1.624 1.654 -0.1 -0.3 0.1 0.26
H 3.118 -1.312 0.113 0.1 -0.4 -0.4 -0.29
H 1.801 -1.194 -1.956 0.2 0.2 0.5 0.25
H 1.462 -2.873 -1.624 0.3 0.0 0.4 0.50
H 0.043 -2.027 -3.225 -0.5 0.0 -0.1 0.46
H -0.680 -0.822 -2.133 0.1 0.1 -0.2 -1.27
H -0.921 -3.841 -1.801 -0.1 0.0 -0.4 0.34
H -2.184 -2.554 -2.069 -0.2 -0.6 0.1 0.52
H -2.366 -1.216 1.244 -0.1 0.0 0.0 -0.47
H -1.902 -0.523 -0.299 0.0 -0.1 -0.1 -0.79
H -3.256 -1.674 -0.220 -0.1 0.2 0.1 0.78
H -2.112 -3.850 1.568 -0.5 0.1 0.0 0.00
H -3.052 -3.928 0.001 -0.2 -0.1 0.3 0.56
H -1.519 -4.788 0.211 -0.1 0.0 -0.1 0.03
H 0.650 0.266 1.317 -0.3 -0.3 0.1 -0.12
H 0.045 0.339 -0.366 -0.1 0.1 0.3 -0.59
H 1.746 0.393 -0.005 0.0 0.0 0.0 0.08
H 0.289 -3.101 2.256 -0.2 0.2 0.9 -0.21
C 5.074 4.899 0.549 -0.8 0.1 -0.1 -1.84
C 5.215 4.516 -0.936 0.0 0.3 0.7 1.48
C 6.720 4.520 -1.215 0.2 0.2 -0.5 -1.30
C 7.112 3.859 -2.526 -0.5 -0.5 0.3 -0.71
C 6.639 2.406 -2.542 -0.6 1.0 0.4 -1.21
C 5.128 2.295 -2.237 -0.9 -0.7 0.0 2.03
N 4.662 3.172 -1.143 1.6 0.4 0.5 -0.06
O 3.260 3.205 -1.041 -0.2 -0.3 -0.1 0.38
C 4.281 2.485 -3.515 0.8 1.0 -0.3 -1.71
C 4.868 0.878 -1.720 -0.6 -0.8 -0.1 -2.04
C 4.518 5.594 -1.753 0.0 0.4 -1.6 -1.58
H 5.512 5.881 0.734 0.3 -0.1 0.0 0.44
H 5.508 4.146 1.205 0.1 0.0 0.0 0.46
H 4.020 5.028 0.809 0.0 -0.2 0.0 0.18
H 7.011 5.573 -1.260 0.1 0.0 0.2 0.45
H 7.294 4.067 -0.403 -0.2 -0.1 0.1 0.40
H 8.198 3.869 -2.624 0.0 0.3 -0.4 0.43
H 6.601 4.367 -3.347 0.4 0.2 -0.2 0.31
H 7.185 1.829 -1.795 0.1 -0.1 -0.1 0.39
H 6.797 2.029 -3.552 0.1 -0.5 0.2 0.44
H 4.297 3.540 -3.809 -0.2 0.0 0.2 0.36
H 4.758 2.013 -4.376 -0.3 -0.6 0.2 0.43
H 3.242 2.204 -3.376 0.1 -0.2 -0.1 0.16
H 3.793 0.678 -1.637 0.0 0.1 -0.2 -0.18
H 5.263 0.126 -2.410 0.0 0.0 0.0 0.47
H 5.244 0.656 -0.719 0.5 0.4 -0.1 0.61
H 4.742 5.476 -2.821 -0.1 -0.2 0.1 0.38
H 4.861 6.617 -1.581 0.1 -0.1 0.6 0.49
H 3.430 5.580 -1.695 0.0 -0.1 0.3 0.13
H 3.091 2.618 -0.294 -0.3 0.1 0.2 0.17
C 0.026 -0.692 -6.305 0.2 -0.2 -0.1 -1.88
C -1.146 0.320 -6.361 1.0 -1.0 0.0 1.30
C -2.349 -0.456 -6.968 0.6 2.1 -1.2 -1.09
C -3.686 0.163 -6.578 -0.6 -0.8 0.5 -0.80
C -3.843 0.299 -5.067 0.4 -0.9 -0.3 -1.10
C -2.711 1.151 -4.478 -0.9 0.2 1.1 1.48
N -1.434 0.662 -4.969 -0.7 -1.1 0.3 1.02
O -0.342 1.259 -4.324 0.2 0.7 -0.1 -0.36
C -3.069 2.629 -4.681 0.5 0.6 -0.4 -1.59
C -2.758 0.926 -2.941 -0.3 0.3 -0.7 -1.53
C -0.683 1.516 -7.183 -0.4 0.8 0.2 -1.63
H -0.313 -1.612 -5.825 0.1 0.1 0.1 0.41
H 0.902 -0.319 -5.773 -0.2 0.2 0.1 0.29
H 0.404 -0.975 -7.292 -0.3 0.1 -0.2 0.45
H -2.330 -0.224 -8.041 0.5 -0.3 -0.1 0.31
H -2.131 -1.519 -6.915 -0.8 -0.2 0.6 0.42
H -4.484 -0.447 -7.012 -0.1 0.0 0.2 0.43
H -3.810 1.140 -7.051 0.3 0.1 0.0 0.38
H -3.790 -0.693 -4.604 0.2 -0.1 -0.2 0.32
H -4.833 0.654 -4.779 0.1 0.5 0.0 0.46
H -2.899 2.997 -5.696 0.0 -0.2 0.0 0.33
H -4.123 2.794 -4.457 0.0 -0.1 0.1 0.40
H -2.500 3.281 -4.014 0.1 -0.1 0.0 0.20
H -1.927 1.430 -2.450 0.1 -0.2 0.1 -0.13
H -3.670 1.406 -2.581 0.0 -0.1 0.2 0.74
H -2.824 -0.141 -2.731 0.3 0.0 0.2 -0.05
H 0.189 1.956 -6.697 0.0 0.0 -0.1 0.26
H -1.452 2.294 -7.202 0.0 0.0 -0.1 0.37
H -0.432 1.292 -8.220 0.0 -0.3 0.1 0.47
H -0.121 0.677 -3.585 -0.1 -0.1 -0.2 0.16
C -3.595 -2.395 4.668 0.2 -1.0 -0.2 -1.67
C -4.760 -1.509 4.176 0.7 -0.4 0.3 1.89
C -6.021 -1.743 5.022 0.0 0.8 0.5 -1.29
C -6.062 -0.908 6.310 -0.1 -0.2 -0.4 -0.63
C -5.852 0.566 6.026 0.1 0.1 0.0 -1.18
C -4.493 0.829 5.326 -0.8 -0.3 -0.4 1.54
N -4.425 -0.084 4.159 -1.2 0.9 -0.2 0.10
O -3.289 0.183 3.371 0.3 -0.5 0.8 0.67
C -4.529 2.270 4.806 0.6 0.0 0.1 -2.04
C -3.344 0.563 6.274 0.6 -0.2 1.2 -1.35
C -5.078 -1.914 2.741 0.2 -0.8 -0.1 -1.77
H -2.704 -2.353 4.034 0.0 0.6 0.0 0.08
H -3.866 -3.455 4.572 -0.3 0.1 0.1 0.48
H -3.282 -2.275 5.705 -0.1 0.3 0.0 0.29
H -6.876 -1.503 4.387 -0.1 0.0 0.1 0.42
H -6.109 -2.774 5.364 0.1 -0.2 -0.6 0.38
H -5.294 -1.310 6.974 -0.1 0.2 0.2 0.30
H -7.033 -1.076 6.781 0.1 0.0 0.2 0.42
H -5.953 1.183 6.924 0.4 -0.1 0.2 0.39
H -6.675 0.950 5.416 0.2 -0.2 -0.4 0.39
H -3.751 2.493 4.075 0.1 -0.2 0.1 0.25
H -5.482 2.487 4.328 -0.1 0.0 0.1 0.39
H -4.347 2.934 5.654 -0.3 0.1 0.0 0.49
H -2.354 0.594 5.813 -0.1 0.0 -0.2 0.02
H -3.276 1.210 7.157 -0.3 0.5 -0.4 0.50
H -3.446 -0.410 6.759 0.1 -0.1 -0.4 0.24
H -5.747 -1.200 2.266 0.1 0.1 -0.1 0.47
H -5.546 -2.904 2.743 -0.2 0.1 0.1 0.44
H -4.162 -2.054 2.165 -0.1 0.4 -0.1 0.02
H -2.528 -0.050 3.940 0.2 0.0 -0.5 -0.20

(2)
165
Properties=species:S:1:pos:R:3:forces:R:3:mulliken_charge:R:1 method="wB97M-V/def2-TZVPD" orbital_gap_ev=5.84 max_force_ev_per_a=3.61 relative_energy_ev=1.421 e_lumo_ev=-3.70 charge=+1
Zn 1.098 -3.206 1.943 -1.6 1.7 -2.7 0.20
C 3.132 -0.447 -0.616 0.4 0.0 1.6 -1.20
C 1.798 0.290 -0.357 0.4 1.9 2.0 2.45
C 1.609 1.262 -1.532 -0.7 -1.6 -0.9 -0.74
C 0.218 1.816 -1.615 -0.3 1.4 -0.1 -0.31
C -0.848 0.747 -1.624 0.4 0.8 0.8 -1.86
C -0.738 -0.234 -0.411 -0.9 0.1 -1.5 3.04
N 0.660 -0.633 -0.173 0.6 -0.8 -1.8 0.43
O 0.785 -1.453 0.956 0.0 -0.2 1.1 0.56
C -1.514 -1.452 -0.955 -0.6 -0.7 1.3 -0.48
C -1.411 0.346 0.831 -0.3 -0.3 -0.2 -0.79
C 2.030 1.165 0.924 -0.4 -0.4 -0.1 -1.28
H 3.056 -1.517 -0.792 -0.2 0.2 -0.8 -0.21
H 3.735 -0.441 0.301 -0.2 0.1 0.1 0.43
H 3.762 0.133 -1.289 -0.2 -0.4 -0.5 0.11
H 1.823 0.547 -2.340 -0.3 0.8 -0.7 -1.00
H 2.325 2.078 -1.611 0.4 -0.3 0.5 0.48
H 0.080 2.508 -2.456 0.2 -0.5 -0.5 0.46
H 0.081 2.575 -0.833 -0.2 -0.5 0.6 0.00
H -0.838 0.269 -2.606 0.2 -0.5 0.2 0.32
H -1.827 1.224 -1.546 -0.1 -0.1 0.0 0.36
H -1.816 -2.091 -0.118 0.3 -0.3 0.0 -0.88
H -0.943 -2.060 -1.650 -0.3 0.5 0.1 -0.70
H -2.477 -1.228 -1.423 0.2 0.6 -0.1 0.49
H -1.385 -0.411 1.617 0.5 0.3 0.3 -0.55
H -2.482 0.528 0.707 0.0 0.1 -0.5 0.28
H -0.942 1.298 1.073 0.0 -0.1 0.5 0.05
H 2.729 1.964 0.678 0.5 -0.4 0.2 -0.35
H 2.368 0.474 1.695 0.3 0.4 0.2 0.49
H 1.161 1.692 1.324 -0.3 -0.2 -0.3 0.13
C 0.600 -1.948 5.715 0.8 -0.1 0.0 -1.40
C 0.159 -1.444 4.361 0.6 1.0 0.5 -0.12
O -0.002 -2.554 3.472 -0.3 -0.3 0.2 -0.02
H 1.573 -2.425 5.558 -0.1 -0.3 0.1 0.30
H -0.086 -2.665 6.164 -0.1 0.1 0.0 0.32
H 0.845 -1.163 6.432 -0.5 0.2 -0.1 0.44
H 0.907 -0.763 3.950 0.1 -0.3 -0.2 0.27
H -0.749 -0.836 4.389 -0.2 -0.4 -0.1 0.13
H -0.880 -2.954 3.715 0.3 -0.5 -0.5 0.23
C -6.032 -3.918 -1.067 1.0 0.1 0.8 -0.62
C -6.159 -2.515 -1.664 0.6 -0.6 -0.4 0.13
O -6.983 -1.679 -0.876 -0.6 -0.4 0.1 -0.52
H -6.932 -4.506 -0.903 -0.4 0.5 0.0 0.38
H -5.489 -3.825 -0.121 -0.3 -0.1 0.2 -0.20
H -5.382 -4.580 -1.644 0.0 0.4 -0.5 0.29
H -6.460 -2.679 -2.704 -0.5 0.6 0.0 0.36
H -5.192 -2.001 -1.694 0.3 -0.5 -0.2 -0.07
H -7.245 -0.906 -1.382 0.0 0.0 -0.1 0.29
C -0.702 -6.802 1.172 1.4 0.2 -0.4 -1.10
C -1.177 -5.467 1.713 -1.1 -1.0 -0.4 0.16
O -0.475 -4.384 1.129 0.8 0.4 1.3 1.35
H -1.079 -7.724 1.609 -0.6 0.3 0.1 0.44
H 0.372 -6.834 1.394 0.0 -0.1 -0.2 0.25
H -0.788 -6.820 0.084 -0.2 -0.2 0.0 0.12
H -1.047 -5.493 2.794 -0.1 0.6 0.0 0.24
H -2.224 -5.305 1.441 -0.1 -0.1 0.5 0.05
H -0.697 -4.315 0.176 0.1 -0.2 -0.4 -0.22
C 5.854 2.231 -3.462 -0.8 0.2 0.0 -0.92
C 4.703 1.731 -4.372 -0.1 0.8 0.9 0.73
O 4.402 2.712 -5.343 0.3 0.1 -0.5 -0.57
H 5.382 3.017 -2.867 0.3 0.3 -0.1 0.04
H 6.667 2.662 -4.042 0.0 -0.1 0.0 0.36
H 6.246 1.534 -2.719 0.0 -0.4 -0.3 0.33
H 3.804 1.719 -3.742 0.1 -0.9 0.2 -0.65
H 4.880 0.766 -4.850 0.1 0.0 0.0 0.34
H 3.589 3.181 -5.082 0.3 -0.2 -0.2 0.40
C -3.884 -2.667 2.246 -0.6 -0.6 0.0 -0.41
C -3.442 -2.652 3.707 -0.4 1.5 -0.4 -0.33
O -2.410 -3.629 3.879 -0.1 0.1 0.6 -0.49
H -3.923 -3.704 1.900 0.1 -0.1 0.1 0.10
H -3.191 -2.154 1.582 0.1 0.2 0.1 -0.13
H -4.898 -2.306 2.069 0.1 0.4 0.2 0.52
H -4.229 -2.702 4.462 -0.2 -0.9 -0.4 0.45
H -3.083 -1.654 3.985 0.6 -0.1 -0.3 -0.04
H -2.828 -4.393 4.288 0.3 -0.1 0.0 0.30
C -4.830 3.521 -0.109 0.8 0.7 0.1 -1.27
C -3.566 4.353 -0.089 0.4 0.1 1.3 0.12
O -2.525 3.901 -0.953 -0.5 0.3 -0.3 -0.23
H -4.479 2.492 -0.035 -0.7 -0.2 -0.2 0.17
H -5.421 3.780 -0.987 -0.1 -0.5 -0.1 0.46
H -5.388 3.838 0.773 -0.2 -0.4 0.0 0.37
H -3.108 4.263 0.901 -0.1 -0.1 0.0 -0.09
H -3.827 5.417 -0.133 0.3 0.1 -0.8 0.39
H -2.887 3.812 -1.843 0.1 0.1 0.0 0.20
C 5.990 1.660 2.576 0.5 1.4 -0.3 -0.57
C 5.939 0.877 3.885 0.0 -0.8 -0.8 -0.30
O 7.255 0.847 4.424 0.0 0.2 0.3 -0.52
H 6.213 2.718 2.756 -0.1 0.0 0.5 0.30
H 5.148 1.725 1.884 -0.4 -0.6 0.5 -0.01
H 6.865 1.399 1.975 -0.1 -0.6 0.1 0.32
H 5.646 -0.162 3.690 -0.2 0.1 -0.1 0.24
H 5.236 1.237 4.639 0.1 0.4 -0.2 0.26
H 7.549 -0.064 4.438 0.1 0.0 0.1 0.31
C 2.129 -2.899 -4.118 0.2 0.4 0.3 -1.58
C 1.145 -1.975 -3.411 0.5 -0.4 0.3 0.39
O 1.103 -2.421 -2.036 0.2 -1.1 -1.4 0.29
H 2.208 -2.762 -5.195 -0.1 0.3 0.0 0.42
H 1.943 -3.959 -3.946 -0.3 0.0 0.1 0.19
H 3.080 -2.652 -3.642 0.3 -0.3 -0.3 0.35
H 0.157 -1.914 -3.873 -0.2 -0.4 0.1 0.28
H 1.520 -0.950 -3.407 0.1 -0.1 -0.2 -0.18
H 0.865 -1.657 -1.462 0.1 0.8 1.2 -0.63
C -2.211 -4.324 -3.414 -0.4 -1.5 0.1 -0.95
C -1.084 -5.060 -2.691 -0.2 0.9 -0.7 -0.38
O -0.709 -4.368 -1.513 -0.3 -1.0 1.1 -0.23
H -2.021 -3.295 -3.703 0.1 -0.1 -0.1 0.19
H -3.117 -4.402 -2.808 0.1 0.5 0.3 0.08
H -2.481 -4.996 -4.237 0.2 0.6 -0.5 0.43
H -0.201 -5.194 -3.321 0.0 0.1 -0.1 0.26
H -1.476 -6.063 -2.512 0.3 0.0 0.7 0.47
H -0.059 -3.663 -1.669 0.3 0.2 -0.7 -0.35
C -4.528 1.452 3.079 0.9 -0.2 -2.0 0.32
C -5.783 0.696 3.339 -0.6 0.9 1.2 -0.55
O -5.493 -0.364 4.254 0.0 -0.5 -0.5 -0.45
H -3.835 1.509 3.910 -0.3 0.3 0.2 -0.04
H -4.759 2.393 2.574 0.0 0.4 0.7 0.31
H -3.991 0.960 2.259 0.3 -0.3 0.3 -0.39
H -6.247 0.413 2.391 0.0 -0.6 0.2 0.24
H -6.479 1.397 3.812 -0.2 -0.2 0.1 0.46
H -6.150 -0.409 4.953 -0.2 0.1 -0.2 0.26
C 0.878 2.006 -5.525 -0.8 0.5 0.0 -0.94
C 0.838 3.542 -5.531 -0.4 -1.5 -0.5 -0.24
O 2.065 4.025 -5.018 -0.6 0.9 0.1 -0.55
H 1.694 1.682 -6.167 -0.1 -0.3 0.1 0.40
H -0.097 1.687 -5.904 0.2 -0.2 -0.4 0.43
H 0.917 1.525 -4.546 0.5 0.4 0.2 -0.06
H -0.063 3.910 -5.030 0.3 0.1 0.5 0.24
H 0.700 3.820 -6.581 0.3 0.2 0.0 0.46
H 2.134 4.937 -5.326 0.3 0.0 0.2 0.24
C 3.114 -6.138 -0.242 -0.9 -0.5 -0.4 -1.15
C 3.333 -4.698 0.199 0.8 -0.7 -0.3 -0.20
O 2.150 -3.886 0.233 0.9 -0.7 0.2 0.17
H 3.423 -6.310 -1.274 0.3 0.1 0.1 0.34
H 2.052 -6.400 -0.258 0.0 0.1 0.3 0.12
H 3.604 -6.874 0.393 0.1 0.1 0.0 0.33
H 4.024 -4.282 -0.538 0.1 0.5 0.4 0.24
H 3.812 -4.700 1.178 -0.2 0.4 0.0 0.44
H 1.985 -3.678 -0.707 -0.8 0.8 0.3 -0.26
C -1.046 3.265 3.766 0.0 -0.7 -0.8 -0.30
C -1.645 3.067 5.144 0.4 0.7 -1.2 -0.22
O -1.834 4.342 5.732 -0.2 -0.1 0.6 -0.55
H -1.717 3.778 3.076 0.0 0.3 0.3 0.09
H -0.906 2.280 3.301 0.2 0.0 0.0 -0.10
H -0.087 3.784 3.783 0.0 0.0 0.1 0.38
H -0.960 2.410 5.687 -0.4 0.0 0.5 0.31
H -2.626 2.623 4.985 0.1 -0.2 0.6 0.04
H -1.126 4.524 6.355 0.0 0.0 0.0 0.34
C -0.426 6.213 -2.839 0.3 0.4 0.4 -0.84
C 0.131 5.866 -1.453 0.1 -0.1 -1.0 0.56
O -0.581 6.466 -0.403 0.2 0.3 0.5 -0.62
H -1.453 5.851 -2.884 0.1 -0.4 -0.6 0.21
H 0.300 5.840 -3.566 -0.5 -0.6 -0.2 -0.02
H -0.467 7.275 -3.094 0.0 0.2 0.6 0.40
H 1.186 6.149 -1.440 -0.1 0.3 0.4 0.42
H 0.125 4.775 -1.373 -0.1 0.0 0.1 -0.39
H -1.297 5.891 -0.121 0.0 -0.2 -0.2 0.32
C 4.999 4.139 0.061 -0.1 -0.1 -1.1 -1.06
C 3.578 4.649 0.193 0.6 -0.8 0.3 0.63
O 3.590 6.038 0.458 -0.8 -0.5 0.1 -0.60
H 5.621 4.263 0.944 -0.3 -0.2 0.2 0.23
H 5.553 4.603 -0.758 -0.2 0.3 0.0 0.39
H 4.893 3.095 -0.249 0.4 -0.2 0.4 0.18
H 3.113 4.023 0.970 0.0 0.6 0.6 0.13
H 2.966 4.348 -0.670 0.3 0.5 -0.4 -0.10
H 2.673 6.245 0.685 0.2 0.4 0.0 0.36